1.
Density functional theory data (ωB97M-V with the def2-TZVPD basis set) for 2 unconnected molecules or ions with the total composition C2H8N2O2 at a distorted geometry.

## Properties
Orbital gap (spin up / spin down) = 10.138 / 4.395 eV
Total charge = +1
Multiplicity = 2
Energy relative to the best compared isomer or geometry (same formula, charge and spin) = 211.44 kJ/mol

Element x y z (Å)
N: 0.7724 1.6070 -0.5234
C: -0.0717 0.9253 -1.5186
N: -1.4541 0.9008 -1.0476
H: 1.4352 2.1889 -1.0050
H: 0.1402 2.3255 -0.1793
H: -0.1249 1.2991 -2.5607
H: 0.0910 -0.1422 -1.5544
H: -1.9039 1.7671 -0.7658
H: -2.0487 0.5204 -1.7997
O: 0.2217 -2.4413 0.9086
C: 0.4852 -1.4858 1.5622
O: 0.1557 -0.2361 1.1825
H: 0.9965 -1.6575 2.5173
H: 0.6514 0.0862 0.3899

Atomic partial charges in e from the natural (NBO) method, atoms 1 to 5:
1. N -0.762
2. C -0.134
3. N -0.301
4. H 0.410
5. H 0.375

***

2.
Density functional theory data (ωB97M-V with the def2-TZVPD basis set) for 3 unconnected molecules or ions with the total composition C24H55N4O9S at a distorted geometry.

## Properties
Orbital gap = 6.328 eV
Total charge = +1

Element x y z (Å)
C: -1.6308 -4.2249 7.9374
C: -0.6490 -3.2084 7.3701
O: 0.5137 -3.3258 7.5766
O: -1.2146 -2.2502 6.6036
C: -0.3873 -1.0990 6.3912
C: 0.1835 -1.0364 4.9500
C: 0.7922 -2.3667 4.4790
N: 0.1117 -2.9616 3.2771
C: -1.3720 -3.1253 3.4784
C: -1.8568 -4.2525 2.5122
C: -3.2215 -4.8016 2.9971
C: -4.3939 -3.8866 2.6108
S: -5.9419 -4.5717 3.2580
O: -6.2138 -5.8435 2.6820
O: -6.9467 -3.6106 2.9909
O: -5.7931 -4.6946 4.8593
N: 0.2815 -2.1772 2.1011
C: 1.4034 -2.3520 1.4811
C: 2.2162 -1.1168 1.1632
C: 1.9511 -3.6720 0.9968
H: -1.8349 -4.9206 7.1067
H: -1.1457 -4.8110 8.7134
H: -2.5829 -3.7780 8.2265
H: 0.3802 -0.9448 7.1500
H: -1.0581 -0.2355 6.4651
H: 0.9602 -0.2669 4.9566
H: -0.6142 -0.6760 4.2960
H: 1.8345 -2.1709 4.2056
H: 0.8234 -3.1541 5.2381
H: 0.4678 -3.9255 3.2008
H: -1.8660 -2.2027 3.1818
H: -1.6096 -3.4676 4.4859
H: -1.9132 -3.7942 1.5182
H: -1.1328 -5.0780 2.4751
H: -3.1742 -4.8450 4.0933
H: -3.3429 -5.8028 2.5767
H: -4.2587 -2.8638 2.9745
H: -4.5590 -3.8252 1.5312
H: -5.2252 -5.4689 5.0261
H: 1.7643 -0.6387 0.2813
H: 3.2477 -1.3662 0.9051
H: 2.1160 -0.4429 2.0132
H: 1.2090 -4.4746 1.0010
H: 2.7391 -3.9897 1.7051
H: 2.4517 -3.5572 0.0345
C: -1.2621 2.8697 -3.6533
O: -1.8151 3.5790 -2.5582
C: -3.1812 3.2829 -2.2912
C: -3.3306 2.4377 -1.0386
N: -2.8392 1.0775 -1.2448
C: -2.6454 0.3034 -0.0228
C: -1.7117 0.8496 1.0594
O: -0.3342 0.8482 0.7237
C: 0.0819 1.9125 -0.1216
H: -0.3257 3.3536 -3.9274
H: -1.0396 1.8310 -3.3847
H: -1.9269 2.8919 -4.5206
H: -3.6701 2.8184 -3.1522
H: -3.6745 4.2409 -2.1107
H: -4.3877 2.3938 -0.7599
H: -2.7890 2.9514 -0.2361
H: -1.9569 1.1162 -1.7367
H: -2.2519 -0.6704 -0.3313
H: -3.6280 0.1179 0.4255
H: -1.7971 0.1755 1.9190
H: -2.0182 1.8358 1.4256
H: -0.4455 2.8430 0.0946
H: -0.0439 1.6399 -1.1714
H: 1.1486 2.0740 0.0430
C: 2.2108 2.2916 -4.6403
O: 1.9059 3.4382 -5.4069
C: 2.3155 4.6700 -4.8160
C: 3.5227 5.2598 -5.5231
N: 4.7302 4.4808 -5.2696
C: 5.8573 4.7838 -6.1545
C: 5.6702 4.6478 -7.6664
O: 5.5305 3.3193 -8.1372
C: 4.2474 2.7495 -7.9664
H: 1.6340 1.4575 -5.0407
H: 3.2710 2.0302 -4.7081
H: 1.9337 2.4303 -3.5895
H: 2.4929 4.5612 -3.7413
H: 1.4796 5.3626 -4.9431
H: 3.6795 6.2822 -5.1660
H: 3.2824 5.3066 -6.5910
H: 4.5143 3.4979 -5.3618
H: 6.6674 4.1099 -5.8651
H: 6.2008 5.8000 -5.9353
H: 6.5862 5.0216 -8.1307
H: 4.8629 5.2816 -8.0528
H: 3.4480 3.4822 -8.1015
H: 4.1654 2.2741 -6.9851
H: 4.1266 1.9657 -8.7145

Atomic partial charges in e from the Mulliken method, atoms 1 to 5:
1. C -1.070
2. C 0.820
3. O -0.521
4. O -0.335
5. C -0.905

***

3.
Density functional theory data (ωB97M-V with the def2-TZVPD basis set) for 2 unconnected molecules or ions with the total composition C4H12NO2S at a distorted geometry.

## Properties
Orbital gap = 4.946 eV
Total charge = -1
Energy relative to the best compared isomer or geometry (same formula, charge and spin) = 107.50 kJ/mol

Element x y z (Å)
C: 0.6692 0.2858 1.5055
N: -0.5453 0.6154 0.6491
C: -0.4753 0.1251 -0.7080
O: -0.0659 1.2011 -1.5784
C: 1.0388 -1.1885 1.5258
C: 2.0663 -1.3585 2.6939
S: 1.2828 -1.7382 4.2885
H: 1.4370 0.8818 1.0081
H: 0.3890 0.6083 2.5015
H: -1.3226 0.1556 1.1021
H: 0.1680 -0.6930 -0.9630
H: -1.4908 -0.0854 -1.0302
H: 1.5983 -1.4312 0.6255
H: 0.1504 -1.7239 1.8513
H: 2.6020 -0.4156 2.8184
H: 2.6841 -2.2040 2.4108
H: 0.2213 1.9885 -1.1026
H: -3.7229 2.3521 -6.0764
H: -3.1478 1.2138 -5.3302
O: -3.5367 1.4108 -6.1916

Atomic partial charges in e from the natural (NBO) method, atoms 1 to 5:
1. C -0.222
2. N -0.648
3. C 0.089
4. O -0.775
5. C -0.467

***

4.
Density functional theory data (ωB97M-V with the def2-TZVPD basis set) for 2 unconnected molecules or ions with the total composition C8H18N2 at a distorted geometry.

## Properties
SMILES = C1CCNC1.C1CCNC1
Orbital gap = 8.462 eV
Energy relative to the best compared isomer or geometry (same formula, charge and spin) = 186.28 kJ/mol

Element x y z (Å)
C: 0.9291 -0.0274 1.8506
C: 1.4744 1.3639 1.4395
C: 2.0859 1.1278 0.0407
N: 1.4248 -0.0589 -0.5195
C: 1.2772 -0.9355 0.6505
H: -0.1676 0.0115 1.9960
H: 1.3805 -0.3963 2.7917
H: 2.2227 1.7525 2.1567
H: 0.6518 2.1021 1.3783
H: 3.1649 0.8974 0.1300
H: 1.9818 1.9932 -0.6418
H: 0.4853 0.2168 -0.8327
H: 0.5250 -1.7242 0.4568
H: 2.2514 -1.4336 0.8189
C: -1.1666 -1.4898 -1.2132
C: -1.7271 -1.0021 0.1484
C: -1.8310 0.5205 -0.0119
N: -0.7810 0.8073 -0.9938
C: -0.9993 -0.2033 -2.0329
H: -1.8385 -2.2112 -1.7167
H: -0.1859 -1.9839 -1.0739
H: -1.0264 -1.2527 0.9679
H: -2.7069 -1.4556 0.3928
H: -1.6571 1.0750 0.9303
H: -2.8379 0.7937 -0.3822
H: -0.8662 1.7602 -1.3701
H: -1.9162 -0.0085 -2.6219
H: -0.1472 -0.2390 -2.7386

Atomic partial charges in e from the natural (NBO) method, atoms 1 to 5:
1. C -0.437
2. C -0.431
3. C -0.233
4. N -0.679
5. C -0.244

***

5.
Density functional theory data (ωB97M-V with the def2-TZVPD basis set) for a molecular structure, C20H25ClN4O2 at a distorted geometry.

## Properties
Orbital gap = 7.476 eV
Energy relative to the best compared isomer or geometry (same formula, charge and spin) = 1935.79 kJ/mol

Element x y z (Å)
C: 2.1611 -3.6933 -4.3322
C: 0.9088 -3.1432 -3.7342
C: -0.3469 -3.1527 -4.0894
C: -0.9892 -2.3620 -2.8828
N: -0.1870 -1.8530 -2.0255
O: 1.1519 -2.3967 -2.3711
C: -2.4365 -2.1999 -2.5083
O: -3.1172 -2.7738 -3.5031
N: -2.8553 -1.1230 -1.9549
C: -2.2073 -0.4482 -0.9564
H: -0.8858 -0.5237 -1.2315
H: -2.3763 0.7095 -1.0674
C: -2.6002 -0.8889 0.4640
N: -1.5895 -0.5049 1.5278
C: -0.4106 -0.9365 1.8057
H: -0.3906 -2.1448 1.8024
C: 0.6753 -0.4281 1.2482
N: 0.8129 0.9881 1.5287
C: 1.9940 1.6629 1.5682
C: 1.9625 2.8875 2.4185
C: 3.0453 3.7517 2.6388
C: 4.4642 3.0821 2.5433
C: 4.4882 1.8355 1.7956
C: 3.3475 1.0999 1.5895
H: 3.4662 0.3816 0.7156
H: 5.3257 1.4311 1.5249
H: 5.0226 3.7422 2.7624
Cl: 3.0007 5.1579 3.3226
H: 0.9636 3.3787 2.7366
C: -0.4404 1.5783 1.0502
H: -0.2964 2.7067 1.1295
C: -1.6253 1.1129 1.6581
H: -2.5076 1.3974 1.3340
H: -1.6125 1.2642 2.8451
H: -0.5423 1.5591 -0.0332
H: 1.8810 -0.9737 1.4640
H: 0.7346 -0.5109 -0.0555
H: -0.1750 -1.1056 3.1286
C: -3.8773 -0.9014 0.7393
C: -4.5260 -1.6654 -0.2695
H: -5.8631 -1.6535 -0.0897
C: -4.1558 -1.2278 -1.5216
H: -4.7824 -1.6679 -2.4118
H: -4.7105 -0.0267 -1.7272
H: -4.3878 -2.6004 -0.3003
H: -4.2823 -1.3748 1.6575
H: -4.3527 0.1063 0.7737
H: -2.3533 -2.1439 0.4560
H: -0.8008 -3.4275 -4.9080
H: 3.0226 -2.7765 -4.4908
H: 1.8796 -4.0509 -5.3636
H: 2.6866 -4.3364 -3.8112

Atomic partial charges in e from the natural (NBO) method, atoms 1 to 5:
1. C -0.640
2. C 0.329
3. C -0.287
4. C 0.170
5. N -0.137

***

6.
Density functional theory data (ωB97M-V with the def2-TZVPD basis set) for a molecular structure, C15H19CrF2N4 at a distorted geometry.

## Properties
Orbital gap (spin up / spin down) = 6.514 / 7.030 eV
Total charge = +2
Multiplicity = 2
Energy relative to the best compared isomer or geometry (same formula, charge and spin) = 34.92 kJ/mol

Element x y z (Å)
Cr: 0.0714 -0.3251 0.1724
N: 0.5956 1.0610 -1.3594
C: -0.0511 2.3695 -1.1586
C: 0.0654 2.7514 0.3160
N: -0.3725 1.6485 1.1891
C: -1.7975 1.6628 1.5614
C: -2.6655 0.9727 0.5103
N: -2.0887 -0.3482 0.1918
H: 1.6127 1.1818 -1.3336
H: 0.3817 0.7265 -2.3034
H: -1.0944 2.2943 -1.4731
H: 0.4202 3.1471 -1.7702
H: -0.5083 3.6636 0.5066
H: 1.1151 2.9640 0.5374
H: 0.1330 1.7622 2.0637
H: -2.1572 2.6867 1.7144
H: -1.8987 1.1292 2.5130
H: -2.7103 1.5591 -0.4098
H: -3.6885 0.8891 0.8975
H: -2.5739 -0.7272 -0.6239
H: -2.3254 -0.9878 0.9619
F: -0.6159 -3.7995 -3.8602
C: 0.1024 -3.4277 -2.8122
C: -0.2132 -2.2303 -2.1755
C: 0.4952 -1.8286 -1.0602
C: 1.5998 -2.5972 -0.6288
C: 1.8973 -3.7944 -1.2956
F: 2.9218 -4.5484 -0.9055
C: 1.1524 -4.2243 -2.3805
C: 2.3202 -2.0381 0.5076
C: 3.3679 -2.6487 1.2018
C: 3.8936 -2.0395 2.3272
C: 3.4106 -0.7898 2.7075
C: 2.4119 -0.2185 1.9463
N: 1.8521 -0.8209 0.8900
H: -1.0238 -1.6381 -2.5803
H: 1.4054 -5.1419 -2.8890
H: 3.7560 -3.5996 0.8799
H: 4.6613 -2.5293 2.9042
H: 3.8046 -0.2761 3.5701
H: 2.0483 0.7737 2.1853

Atomic partial charges in e from the natural (NBO) method, atoms 1 to 5:
1. Cr 1.356
2. N -0.801
3. C -0.244
4. C -0.240
5. N -0.678

***

Number 4 is which compound?
C8H18N2